# 1
Entry from OMol25: a 2-piece molecular cluster, C27H29BrFN3O4 overall in a non-equilibrium geometry (ωB97M-V/def2-TZVPD).

Each line ends with the Löwdin charge.
CARTESIAN COORDINATES (ANGSTROEM)
Br (-3.904, -1.091, 6.090)  0.718
F (3.245, -0.102, -0.206)  0.052
O (6.262, 0.046, 4.412)  0.057
O (-2.887, 3.632, -6.394)  0.047
O (4.481, -1.534, 5.484)  0.054
O (-3.527, 1.042, -2.790)  0.053
N (-4.909, 1.816, -4.266)  0.041
N (2.636, -2.227, 4.416)  0.110
N (-2.738, 1.374, -6.409)  0.087
C (-2.522, 1.107, -4.973)  -0.161
C (-0.456, 0.142, -2.698)  -0.040
C (4.284, -0.760, 3.264)  -0.056
C (3.820, -1.515, 4.450)  -0.371
C (-0.018, -0.090, -1.382)  -0.077
C (-3.683, 1.365, -3.961)  -0.419
C (-0.277, -2.535, 4.570)  -0.031
C (2.157, -4.427, 5.343)  -0.033
C (-1.233, -1.618, 7.027)  -0.116
C (2.042, -2.918, 5.554)  -0.318
C (5.901, 0.700, 2.169)  0.007
C (3.972, -0.064, 0.933)  -0.267
C (5.151, 0.677, 0.990)  0.010
C (0.595, -2.489, 5.674)  -0.180
C (-1.605, -2.114, 4.695)  -0.114
C (-5.565, 2.109, -5.539)  -0.069
C (-2.087, -1.656, 5.923)  -0.678
C (3.546, -0.773, 2.058)  0.053
C (5.480, -0.009, 3.294)  -0.246
C (-1.160, 1.720, -4.564)  -0.094
C (-3.062, 2.551, -8.494)  0.005
C (-0.439, 2.540, -2.277)  -0.032
C (-0.675, 1.458, -3.149)  -0.227
C (-2.885, 2.566, -6.993)  -0.584
C (0.213, 0.993, -0.515)  -0.098
C (0.100, -2.028, 6.904)  -0.016
C (0.006, 2.308, -0.964)  -0.073
H (-5.334, 1.345, -6.282)  0.077
H (2.565, -2.663, 6.483)  0.143
H (2.052, -2.094, 3.601)  0.103
H (-2.751, 0.574, -7.017)  0.143
H (-1.610, -1.263, 7.981)  0.101
H (-6.646, 2.123, -5.390)  0.086
H (0.551, 0.816, 0.495)  0.088
H (-5.480, 1.930, -3.443)  0.140
H (-3.107, 3.579, -8.853)  0.088
H (0.180, 3.141, -0.298)  0.095
H (3.211, -4.718, 5.283)  0.085
H (-1.213, 2.800, -4.700)  0.108
H (-0.396, 1.349, -5.248)  0.127
H (-0.611, 3.553, -2.612)  0.107
H (-2.274, -2.146, 3.840)  0.102
H (5.481, 1.229, 0.115)  0.122
H (0.139, -1.101, -1.037)  0.093
H (1.699, -4.963, 6.179)  0.087
H (5.835, -0.512, 5.106)  0.079
H (2.626, -1.337, 1.955)  0.113
H (1.660, -4.734, 4.418)  0.079
H (-0.638, -0.693, -3.357)  0.105
H (0.067, -2.905, 3.610)  0.111
H (0.749, -1.981, 7.773)  0.117
H (6.824, 1.270, 2.222)  0.124
H (-2.214, 2.046, -8.952)  0.082
H (-5.262, 3.094, -5.896)  0.075
H (-3.987, 2.036, -8.746)  0.080
H (-2.380, 0.029, -4.905)  0.146

## Properties
gap between HOMO and LUMO	8.8	eV

# 2
Entry from OMol25: C27H29BrN3O4PdS2Se as an isolated structure in a non-equilibrium geometry (ωB97M-V/def2-TZVPD).

Each line ends with the Löwdin charge.
CARTESIAN COORDINATES (ANGSTROEM)
Pd (0.967, -1.038, 0.382)  0.682
Br (5.023, 2.601, 0.004)  0.775
Se (0.266, -3.276, 0.176)  0.927
S (1.700, 2.264, 1.524)  1.008
S (-2.327, -0.169, 1.085)  1.019
O (-0.852, -0.340, 1.363)  -0.606
O (1.725, 0.757, 1.479)  -0.605
O (3.450, -3.461, 0.026)  0.056
O (2.301, -1.744, -0.904)  -0.291
N (4.326, -0.062, -0.125)  0.104
N (-2.610, -3.496, 0.061)  -0.102
N (-1.925, -3.362, 2.102)  -0.114
C (-2.620, -3.561, -1.398)  0.003
C (4.540, -1.377, -0.042)  -0.190
C (-2.613, -0.211, -0.676)  -0.401
C (-2.685, 1.576, 1.350)  -0.301
C (5.776, -1.929, 0.255)  0.012
C (0.112, 2.685, 2.355)  -0.288
C (6.633, 0.297, 0.398)  -0.096
C (-0.983, 3.418, 1.601)  -0.225
C (1.336, 2.366, -2.497)  -0.054
C (1.459, 1.915, -1.190)  -0.107
C (-1.572, -0.123, -1.588)  -0.080
C (-3.928, -0.381, -1.090)  -0.098
C (-1.749, 2.534, 0.627)  -0.208
C (1.240, 4.640, -1.711)  -0.057
C (1.429, 2.833, -0.152)  -0.427
C (-1.054, -3.198, 3.258)  -0.001
C (5.346, 0.725, 0.101)  -0.714
C (-3.286, -3.545, 2.145)  -0.026
C (-1.518, -3.309, 0.824)  -0.618
C (-4.204, -0.445, -2.447)  -0.065
C (-1.856, -0.203, -2.944)  -0.046
C (1.211, 3.723, -2.756)  -0.059
C (6.846, -1.072, 0.472)  -0.035
C (-3.715, -3.640, 0.866)  -0.026
C (1.364, 4.197, -0.404)  -0.103
C (3.366, -2.291, -0.284)  -0.569
C (-3.168, -0.359, -3.371)  -0.058
H (-1.677, 3.825, 2.344)  0.125
H (-0.214, 1.692, 2.672)  0.075
H (-3.386, -0.419, -4.429)  0.115
H (-4.727, -0.466, -0.362)  0.117
H (1.375, 1.656, -3.312)  0.114
H (1.649, 0.866, -0.992)  0.066
H (-1.050, -0.142, -3.662)  0.118
H (5.872, -3.002, 0.313)  0.122
H (-0.074, -3.602, 3.016)  0.075
H (0.418, 3.242, 3.241)  0.091
H (-1.740, -4.093, -1.744)  0.078
H (1.127, 4.074, -3.776)  0.110
H (-3.825, -3.611, 3.072)  0.135
H (1.434, 4.913, 0.406)  0.121
H (-2.618, -2.559, -1.818)  0.060
H (7.830, -1.461, 0.695)  0.116
H (-2.331, 3.161, -0.049)  0.131
H (-0.547, -0.009, -1.250)  0.068
H (-0.585, 4.280, 1.072)  0.093
H (7.425, 1.012, 0.561)  0.101
H (-5.224, -0.571, -2.784)  0.115
H (-4.696, -3.812, 0.464)  0.135
H (-3.728, 1.686, 1.047)  0.102
H (-1.045, 1.981, 0.001)  0.088
H (-1.479, -3.739, 4.099)  0.103
H (-3.517, -4.090, -1.711)  0.107
H (-0.953, -2.142, 3.496)  0.093
H (-2.647, 1.694, 2.435)  0.100
H (1.183, 5.700, -1.916)  0.113

## Properties
ΔE to the lowest compared entry with this formula, charge and spin	19.2	kcal/mol
gap between HOMO and LUMO	7.5	eV
charge	+1

# 3
Entry from OMol25: a 8-piece molecular cluster, C27H29F10NO24S2 overall in a non-equilibrium geometry (ωB97M-V/def2-TZVPD).

Each line ends with the Löwdin charge.
CARTESIAN COORDINATES (ANGSTROEM)
S (-1.579, 1.075, -0.502)  0.862
S (0.942, 0.154, -2.547)  0.674
F (3.475, 6.255, -5.175)  0.071
F (0.221, 3.584, -3.994)  0.141
F (-4.177, -7.345, 6.777)  0.079
F (-0.495, 3.587, -1.953)  0.128
F (-6.516, -1.785, 3.517)  0.073
F (1.358, 0.651, -7.982)  0.080
F (1.524, 2.924, -2.377)  0.121
F (1.591, 6.338, -0.087)  0.071
F (0.648, -2.320, 4.764)  0.081
F (5.949, -2.868, 5.725)  0.078
O (-1.258, -0.880, 7.258)  0.086
O (3.086, -4.785, 5.684)  0.081
O (1.523, 0.450, -1.268)  -0.308
O (0.610, 8.832, -7.387)  0.191
O (-3.260, -4.396, 3.585)  0.185
O (1.521, 6.110, 2.162)  0.131
O (-4.991, -5.815, 3.799)  0.070
O (1.111, 5.170, 4.175)  0.185
O (1.867, -3.728, 7.247)  0.169
O (-1.506, -1.820, 5.251)  0.118
O (-5.505, -1.416, 1.522)  0.140
O (-3.324, -1.282, 6.471)  0.168
O (-3.489, -5.653, 5.443)  0.141
O (1.251, 3.897, 2.326)  0.075
O (2.134, 7.860, -6.034)  0.131
O (0.278, -1.124, -2.578)  -0.279
O (-0.264, 1.511, -5.511)  0.113
O (3.998, -3.109, 6.841)  0.136
O (4.324, -2.034, -6.057)  0.190
O (0.677, 6.594, -7.160)  0.074
O (-3.968, -0.650, 0.051)  0.111
O (2.838, -0.457, -6.682)  0.099
O (3.881, -1.680, -8.235)  0.079
O (-3.456, -0.875, 2.220)  0.077
N (-1.684, 0.087, -4.375)  0.086
C (-2.339, 0.105, -3.060)  -0.162
C (-0.249, 1.457, -3.027)  -0.277
C (-4.280, -0.950, 1.154)  -0.554
C (-4.608, -6.327, 5.994)  -0.310
C (0.059, -1.234, 6.800)  -0.039
C (2.635, 0.212, -7.918)  -0.310
C (-1.572, 1.178, -2.289)  -0.600
C (1.593, 5.700, -6.520)  -0.053
C (-0.159, -1.378, 5.312)  -0.294
C (3.744, -1.456, -6.908)  -0.549
C (2.252, 0.148, -3.758)  -0.096
C (-4.221, -1.175, 3.398)  -0.046
C (-2.145, -1.325, 6.347)  -0.552
C (4.370, -4.535, 5.101)  -0.046
C (5.072, -3.781, 6.207)  -0.313
C (0.245, 2.887, -2.836)  -0.540
C (1.274, 5.066, 3.010)  -0.551
C (2.879, -3.862, 6.649)  -0.546
C (-5.325, -6.824, 4.760)  -0.047
C (1.344, 4.201, 0.929)  -0.054
C (-3.851, -5.209, 4.209)  -0.544
C (2.183, 6.576, -5.441)  -0.315
C (2.000, 5.560, 0.948)  -0.311
C (-5.362, -1.974, 2.823)  -0.297
C (-0.697, 1.055, -4.473)  -0.419
C (2.911, -0.882, -8.923)  -0.046
C (1.089, 7.863, -6.914)  -0.549
H (-3.632, -1.729, 4.115)  0.097
H (-2.312, -0.882, -2.625)  0.115
H (3.311, 1.067, -7.980)  0.175
H (2.057, 0.840, -4.566)  0.057
H (4.252, -3.921, 4.208)  0.147
H (-5.184, -5.628, 6.603)  0.176
H (-4.932, -7.787, 4.429)  0.145
H (3.311, -0.510, -9.862)  0.141
H (0.368, -2.169, 7.263)  0.116
H (-1.369, -0.822, -4.668)  0.145
H (0.344, 4.232, 0.495)  0.135
H (4.864, -5.466, 4.836)  0.140
H (-2.172, 2.065, -2.471)  0.111
H (-6.401, -6.899, 4.887)  0.141
H (3.166, 0.447, -3.267)  0.079
H (-4.568, -0.248, 3.855)  0.151
H (2.352, -0.868, -4.105)  0.066
H (3.091, 5.539, 0.966)  0.173
H (2.349, 5.378, -7.237)  0.144
H (1.079, 4.827, -6.126)  0.126
H (-5.164, -3.042, 2.738)  0.153
H (2.020, -1.478, -9.121)  0.147
H (-1.496, -0.240, -0.284)  -0.094
H (-3.361, 0.428, -3.192)  0.125
H (1.932, 3.453, 0.403)  0.137
H (-0.058, -0.453, 4.743)  0.176
H (1.620, 6.587, -4.506)  0.173
H (5.581, -4.413, 6.936)  0.174
H (0.778, -0.459, 7.050)  0.145

## Properties
gap between HOMO and LUMO	9.2	eV